# C42H30BrClIrN4O4PS2

C42H30BrClIrN4O4PS2 as an isolated structure (the ωB97M-V functional and the def2-TZVPD basis, OMol25).

Structure (XYZ):
```
86
Properties=species:S:1:pos:R:3:forces:R:3
Ir -1.264958 -0.215860 0.724191 -0.05 -0.06 0.07
Br -2.365195 1.216919 2.547656 0.00 -0.02 -0.01
C -4.066055 1.239589 1.681245 0.01 0.01 0.00
C -5.063155 1.926738 2.301461 0.00 0.00 0.00
C -6.337602 1.953428 1.703698 0.00 -0.01 0.00
C -6.540317 1.291372 0.530010 0.01 0.01 0.00
C -5.496622 0.579459 -0.110813 -0.01 0.00 0.00
C -5.744976 -0.096253 -1.327684 0.00 -0.01 0.00
C -4.736480 -0.772998 -1.937518 -0.01 0.01 0.01
C -3.445392 -0.800505 -1.367267 0.00 0.00 0.00
C -3.118489 -0.175230 -0.188758 -0.02 0.01 -0.01
C -4.192518 0.536508 0.460213 0.01 0.02 -0.01
H -4.881123 2.442043 3.234447 0.00 0.00 0.00
H -7.140871 2.496168 2.182724 0.00 0.00 0.00
H -7.515413 1.299649 0.058730 0.00 0.00 0.00
H -6.739465 -0.058814 -1.754514 0.00 0.00 0.00
H -4.908510 -1.292144 -2.872278 0.00 0.00 0.00
H -2.698917 -1.349170 -1.918956 0.01 0.00 -0.01
Cl -2.079217 -2.236584 1.892990 0.02 0.04 -0.03
C -2.261003 -3.346119 0.532852 0.00 0.00 0.00
C -3.167742 -4.374932 0.689168 0.00 0.00 0.00
C -3.338330 -5.262318 -0.362293 0.00 0.00 0.01
C -2.605565 -5.097266 -1.527185 0.00 0.00 -0.01
C -1.701442 -4.052125 -1.646985 0.01 0.00 0.01
C -1.505033 -3.141997 -0.610019 -0.02 -0.01 0.00
P -0.311412 -1.724926 -0.720223 0.02 0.01 -0.02
C -0.092805 -1.546342 -2.513884 0.01 0.01 0.01
C 0.735949 -2.451668 -3.173939 0.00 0.00 0.00
C 0.914936 -2.362809 -4.546765 0.00 0.00 0.00
C 0.275966 -1.364891 -5.265490 0.00 0.00 0.00
C -0.533436 -0.449100 -4.607718 0.00 0.00 0.00
C -0.712090 -0.531033 -3.236925 -0.01 0.01 0.02
C 1.223759 -2.553599 -0.143792 0.01 0.00 -0.03
C 2.483097 -2.013581 -0.421347 0.01 -0.02 -0.01
C 3.640956 -2.654563 -0.002308 0.02 -0.03 0.01
C 3.551551 -3.843322 0.710156 0.00 0.01 0.00
C 2.306898 -4.395059 0.985177 0.00 0.00 0.01
C 1.149428 -3.761328 0.554543 0.00 -0.01 0.00
H -3.733225 -4.471927 1.605641 0.00 0.00 0.00
H -4.048867 -6.072352 -0.269005 0.00 0.00 0.00
H -2.740497 -5.781451 -2.354050 0.00 0.00 0.00
H -1.150468 -3.931277 -2.568829 0.01 0.01 -0.01
H 1.261985 -3.219245 -2.620747 0.00 0.00 0.00
H 1.569196 -3.064664 -5.046628 0.00 0.00 0.00
H 0.424357 -1.288360 -6.334824 0.00 0.00 0.00
H -1.010151 0.350545 -5.159484 0.00 0.00 0.00
H -1.294827 0.219040 -2.723531 -0.01 0.00 0.00
H 2.555708 -1.093972 -0.981571 0.01 0.00 0.00
H 4.603457 -2.218093 -0.256814 -0.04 0.02 0.01
H 4.453302 -4.347543 1.035186 0.00 0.00 0.00
H 2.231337 -5.332405 1.522391 0.00 0.00 0.00
H 0.195005 -4.228052 0.762774 0.03 0.00 0.00
O 1.338233 0.391109 -1.412654 0.00 -0.04 -0.03
N 1.634430 1.551212 -0.931696 0.01 0.01 0.00
C 2.930868 1.939614 -0.865255 0.02 0.02 0.01
C 3.267873 3.191344 -0.410156 0.02 0.02 0.00
C 2.264746 4.067668 -0.012677 -0.02 -0.02 0.00
C 0.951129 3.635310 -0.038253 -0.01 0.00 0.01
C 0.633780 2.356523 -0.482643 -0.01 -0.01 0.02
S -1.008590 1.752038 -0.525676 0.02 0.04 0.00
H 3.667984 1.215178 -1.182652 0.01 -0.01 -0.01
H 4.320732 3.434334 -0.373853 0.01 -0.02 -0.01
H 2.504775 5.063406 0.334540 0.00 0.00 0.00
H 0.140316 4.263766 0.303904 0.00 0.00 0.00
O 5.994528 1.713994 -0.686198 -0.01 0.02 0.03
S 6.750840 0.487368 -0.484953 -0.05 0.06 0.00
O 6.185839 -0.664490 -1.181069 -0.03 -0.02 -0.02
O 8.181178 0.625983 -0.546002 0.00 -0.03 -0.01
C 6.353417 -0.011755 1.217567 0.12 -0.04 0.02
N 7.233157 -0.728626 1.916094 -0.01 0.06 0.00
C 6.800203 -1.241616 3.059534 -0.04 0.00 0.03
C 5.486151 -1.120106 3.497026 0.04 -0.01 0.01
C 4.663133 -0.355783 2.691262 -0.01 0.03 -0.03
N 5.104695 0.238667 1.587649 -0.07 -0.05 -0.03
C 3.190546 -0.231707 2.802715 0.01 -0.01 0.00
C 2.385103 -1.344690 2.981108 -0.01 0.00 0.00
C 1.070001 -1.278570 2.563910 0.00 0.00 0.00
N 0.528068 -0.174247 2.040678 0.02 0.01 -0.01
C 1.249232 0.956368 2.109302 -0.01 -0.01 0.03
C 2.578554 0.967100 2.453591 0.01 0.00 0.00
H 7.526449 -1.798672 3.642739 0.00 0.00 0.00
H 5.138495 -1.592928 4.405120 0.00 0.00 0.00
H 2.797322 -2.295720 3.288583 0.00 0.00 0.00
H 0.457029 -2.166050 2.572991 0.00 0.00 0.00
H 0.746585 1.860717 1.809702 -0.01 0.03 -0.03
H 3.158481 1.873077 2.351011 0.00 0.00 0.00
```
Positions in Å, forces in eV/Å.

Computed properties:
HOMO level: -7.93 eV
Charge: 0
Energy relative to the best compared isomer or geometry (same formula, charge and spin): 22.0 kcal per mole
E_LUMO: -0.749 eV
Molar mass: 1057.41 g/mol
Kohn-Sham gap: 0.264 Ha